[1]
{"formula": "C26H65IO10", "method": "ωB97M-V/def2-TZVPD", "e_homo_ev": -9.21, "total_charge": 0, "relative_energy_kj_mol": 0.0, "orbital_gap_ev": 9.0, "elements": ["C", "C", "C", "C", "O", "C", "O", "O", "I", "H", "H", "H", "H", "H", "H", "H", "H", "H", "C", "C", "C", "O", "H", "H", "H", "H", "H", "H", "H", "H", "C", "C", "C", "O", "H", "H", "H", "H", "H", "H", "H", "H", "C", "C", "C", "O", "H", "H", "H", "H", "H", "H", "H", "H", "C", "C", "C", "O", "H", "H", "H", "H", "H", "H", "H", "H", "C", "C", "C", "O", "H", "H", "H", "H", "H", "H", "H", "H", "C", "C", "C", "O", "H", "H", "H", "H", "H", "H", "H", "H", "C", "C", "C", "O", "H", "H", "H", "H", "H", "H", "H", "H"], "positions_angstrom": [[0.86, -2.76, 2.76], [1.57, -1.51, 2.23], [2.87, -1.93, 1.52], [1.81, -0.60, 3.42], [1.96, 0.78, 3.05], [3.11, 1.07, 2.42], [4.23, 0.76, 2.80], [2.97, 1.80, 1.29], [1.27, 2.86, 1.07], [1.49, -3.23, 3.51], [0.73, -3.47, 1.95], [-0.12, -2.53, 3.18], [0.91, -1.02, 1.53], [3.08, -1.22, 0.73], [2.75, -2.91, 1.08], [3.72, -1.92, 2.19], [2.64, -0.94, 4.02], [0.94, -0.63, 4.06], [-2.25, -3.58, -1.69], [-1.63, -2.98, -0.44], [-2.56, -1.96, 0.20], [-0.37, -2.38, -0.74], [-2.43, -2.81, -2.44], [-1.57, -4.31, -2.14], [-3.20, -4.07, -1.47], [-1.42, -3.77, 0.28], [-2.75, -1.13, -0.50], [-2.11, -1.53, 1.09], [-3.52, -2.40, 0.46], [-0.53, -1.67, -1.38], [2.91, -0.20, -3.92], [3.06, 0.11, -2.43], [4.41, -0.35, -1.91], [2.01, -0.51, -1.70], [2.98, -1.27, -4.09], [1.94, 0.14, -4.28], [3.69, 0.29, -4.50], [2.95, 1.18, -2.27], [4.52, -1.43, -2.02], [4.51, -0.12, -0.84], [5.23, 0.14, -2.44], [2.07, -1.46, -1.82], [-3.42, 2.69, -0.07], [-2.87, 3.32, 1.19], [-3.86, 4.29, 1.81], [-1.64, 4.00, 0.91], [-3.64, 3.46, -0.82], [-2.69, 2.00, -0.51], [-4.34, 2.14, 0.13], [-2.62, 2.54, 1.91], [-4.09, 5.10, 1.12], [-3.45, 4.73, 2.72], [-4.79, 3.79, 2.06], [-1.82, 4.70, 0.27], [-8.52, 3.82, 0.17], [-7.48, 4.70, 0.85], [-8.08, 6.02, 1.32], [-6.39, 4.94, -0.04], [-8.93, 4.32, -0.71], [-8.08, 2.88, -0.16], [-9.35, 3.59, 0.85], [-7.05, 4.17, 1.70], [-8.47, 6.58, 0.47], [-7.32, 6.63, 1.80], [-8.89, 5.85, 2.03], [-6.74, 5.41, -0.81], [7.56, -1.64, -4.40], [7.42, -2.41, -3.10], [8.65, -3.26, -2.81], [6.26, -3.23, -3.13], [7.67, -2.34, -5.24], [6.67, -1.04, -4.59], [8.43, -0.98, -4.39], [7.27, -1.71, -2.28], [8.79, -4.00, -3.61], [8.53, -3.80, -1.88], [9.55, -2.65, -2.75], [6.37, -3.86, -3.85], [-6.34, -6.59, -2.43], [-6.53, -5.36, -1.56], [-7.91, -4.76, -1.74], [-5.53, -4.38, -1.86], [-6.44, -6.34, -3.49], [-5.34, -7.01, -2.29], [-7.07, -7.36, -2.19], [-6.38, -5.62, -0.52], [-8.07, -4.45, -2.78], [-8.03, -3.87, -1.11], [-8.69, -5.47, -1.48], [-5.63, -4.13, -2.79], [7.02, 3.51, 3.43], [5.82, 4.44, 3.51], [5.18, 4.40, 4.90], [4.86, 4.10, 2.52], [6.71, 2.48, 3.61], [7.47, 3.55, 2.43], [7.78, 3.78, 4.16], [6.13, 5.46, 3.29], [4.82, 3.39, 5.12], [4.32, 5.07, 4.94], [5.89, 4.69, 5.67], [4.57, 3.19, 2.69]]}


[2]
{"formula": "C26H66FN10O4P2", "method": "ωB97M-V/def2-TZVPD", "e_homo_ev": -9.96, "total_charge": 1, "relative_energy_kj_mol": 0.0, "orbital_gap_ev": 6.5, "elements": ["C", "C", "O", "C", "C", "C", "F", "N", "C", "N", "O", "C", "C", "C", "C", "C", "C", "N", "C", "C", "N", "H", "H", "H", "H", "H", "H", "H", "H", "H", "H", "H", "H", "H", "H", "H", "H", "H", "H", "H", "H", "H", "H", "H", "H", "H", "H", "H", "H", "H", "H", "O", "P", "N", "C", "C", "N", "C", "C", "N", "C", "C", "H", "H", "H", "H", "H", "H", "H", "H", "H", "H", "H", "H", "H", "H", "H", "H", "H", "H", "O", "P", "N", "C", "C", "N", "C", "C", "N", "C", "C", "H", "H", "H", "H", "H", "H", "H", "H", "H", "H", "H", "H", "H", "H", "H", "H", "H", "H"], "positions_angstrom": [[-0.46, 7.00, 3.22], [-1.06, 5.64, 3.45], [-1.38, 5.09, 2.16], [-1.55, 3.69, 2.18], [-2.77, 3.36, 1.30], [-2.68, 2.06, 0.51], [-3.56, 2.18, -0.55], [-1.33, 1.86, -0.10], [-1.01, 0.53, 0.14], [-0.04, 0.27, 0.94], [0.27, -1.01, 1.25], [1.72, -1.08, 1.45], [2.06, -0.68, 2.90], [3.25, -1.50, 3.41], [0.84, -0.74, 3.84], [1.23, -0.06, 5.18], [0.38, -2.18, 4.13], [-1.80, -0.45, -0.42], [-2.99, -0.50, 0.51], [-3.13, 0.81, 1.31], [-4.56, 0.96, 1.65], [0.38, 6.92, 2.54], [-0.12, 7.45, 4.15], [-1.20, 7.65, 2.74], [-1.98, 5.69, 4.04], [-0.36, 4.98, 3.97], [-0.63, 3.23, 1.80], [-1.73, 3.34, 3.20], [-3.64, 3.28, 1.95], [-2.92, 4.17, 0.59], [-1.36, 2.03, -1.11], [0.46, 1.04, 1.37], [2.08, -2.06, 1.15], [2.14, -0.34, 0.77], [2.39, 0.36, 2.86], [3.21, -2.51, 3.00], [4.18, -1.07, 3.03], [3.29, -1.53, 4.49], [-0.01, -0.17, 3.46], [0.42, 0.58, 5.54], [2.15, 0.51, 5.09], [1.38, -0.84, 5.93], [-0.24, -2.63, 3.35], [-0.23, -2.18, 5.03], [1.23, -2.83, 4.34], [-2.13, -0.02, -1.28], [-3.86, -0.69, -0.11], [-2.85, -1.34, 1.18], [-2.58, 0.74, 2.26], [-4.61, 1.51, 2.51], [-4.91, 0.06, 1.94], [2.01, 6.27, -4.41], [0.81, 5.53, -4.87], [0.47, 4.45, -3.58], [0.80, 3.06, -3.44], [0.11, 5.09, -2.32], [1.41, 4.84, -6.34], [1.59, 3.41, -6.55], [2.54, 5.56, -6.94], [-0.78, 5.58, -5.40], [-1.78, 4.55, -5.20], [-1.11, 6.61, -6.39], [-0.03, 2.54, -2.93], [1.72, 2.91, -2.86], [0.92, 2.55, -4.39], [-0.97, 5.30, -2.29], [0.64, 6.03, -2.18], [0.35, 4.46, -1.47], [2.28, 2.95, -5.83], [1.99, 3.23, -7.55], [0.63, 2.87, -6.52], [3.50, 5.30, -6.48], [2.41, 6.63, -6.84], [2.59, 5.33, -8.00], [-1.41, 3.55, -5.42], [-2.62, 4.74, -5.87], [-2.17, 4.55, -4.18], [-0.98, 6.23, -7.41], [-0.46, 7.47, -6.27], [-2.13, 6.96, -6.26], [2.13, -6.22, 2.72], [1.04, -6.33, 1.70], [0.15, -7.68, 2.28], [0.23, -9.06, 1.86], [-0.50, -7.48, 3.56], [1.99, -6.51, 0.26], [2.05, -7.73, -0.53], [3.32, -5.91, 0.34], [-0.32, -5.82, 0.81], [-1.35, -6.72, 0.30], [-0.37, -4.49, 0.23], [-0.77, -9.51, 1.88], [0.89, -9.66, 2.51], [0.59, -9.17, 0.84], [-1.49, -7.02, 3.44], [0.09, -6.84, 4.22], [-0.63, -8.43, 4.08], [2.43, -8.58, 0.04], [2.72, -7.58, -1.37], [1.09, -7.98, -0.97], [4.05, -6.55, 0.84], [3.29, -4.96, 0.88], [3.67, -5.69, -0.67], [-0.94, -7.61, -0.18], [-1.94, -6.19, -0.45], [-2.04, -7.05, 1.08], [0.06, -4.48, -0.78], [0.19, -3.79, 0.85], [-1.39, -4.11, 0.18]]}